DFT (ωB97M-V/def2-TZVPD) results for a 18-piece molecular cluster, C72H198N18O18 overall at a distorted geometry.

Each line ends with the Löwdin charge.
Positions of all 306 atoms, in Å:
C: 1.587789 -5.266865 2.843596  -0.05
C: 0.584043 -4.287655 2.131131  -0.43
C: -0.610009 -5.011902 1.482139  -0.15
O: -1.281812 -4.100643 0.572452  -0.22
C: -2.332671 -4.761594 -0.155323  -0.06
N: 0.173819 -3.318577 3.071674  0.03
H: 1.219195 -5.813680 3.711486  0.07
H: 2.526242 -4.776841 3.103002  0.06
H: 1.840504 -6.075038 2.157234  0.06
H: 1.076574 -3.716495 1.344190  0.13
H: -1.354445 -5.332897 2.210747  0.10
H: -0.299882 -5.969292 1.063412  0.12
H: -3.196935 -5.114465 0.407367  0.07
H: -1.953661 -5.588692 -0.755636  0.08
H: -2.736259 -3.992121 -0.813443  0.07
H: 0.814451 -2.575417 3.311256  0.08
H: -0.501884 -2.816279 2.513798  0.00
C: -5.914978 0.998597 -2.800043  -0.02
C: -5.648295 0.252645 -4.160025  -0.44
C: -6.093076 -1.218933 -4.245101  -0.11
O: -5.570601 -1.949620 -3.076966  -0.24
C: -4.196328 -1.932346 -2.754118  -0.10
N: -6.208203 1.023401 -5.227142  0.02
H: -5.802897 2.067119 -2.983883  0.07
H: -5.202924 0.800826 -1.998817  0.04
H: -6.917048 0.836886 -2.402797  0.08
H: -4.575434 0.372013 -4.311087  0.11
H: -5.805474 -1.790976 -5.127233  0.12
H: -7.182042 -1.228485 -4.291747  0.13
H: -3.726912 -2.638086 -3.439446  0.09
H: -4.076142 -2.262915 -1.722429  0.06
H: -3.664806 -1.002669 -2.957329  0.07
H: -5.719849 1.904984 -5.160597  0.07
H: -6.091675 0.692142 -6.174131  0.07
C: 3.426977 4.593390 -6.479748  -0.06
C: 4.519822 3.914601 -5.761212  -0.46
C: 5.679559 3.321596 -6.633301  -0.21
O: 5.100565 2.367998 -7.522907  -0.20
C: 6.030711 2.138574 -8.641126  -0.06
N: 4.976021 4.814899 -4.738465  0.05
H: 2.851897 3.929633 -7.125370  0.08
H: 3.839113 5.359027 -7.137045  0.09
H: 2.751863 5.069908 -5.768928  0.07
H: 4.135128 3.057678 -5.208236  0.12
H: 6.489584 2.936782 -6.013714  0.11
H: 6.106439 4.144673 -7.206378  0.12
H: 5.679668 1.345914 -9.301854  0.09
H: 6.979983 1.823456 -8.207909  0.08
H: 6.142359 3.117358 -9.107630  0.08
H: 5.921477 4.479566 -4.621161  0.07
H: 5.131502 5.666926 -5.258050  0.09
C: -1.772132 -0.614217 -0.741898  -0.06
C: -0.570849 -0.718608 0.166302  -0.35
C: 0.047585 0.659502 0.506337  -0.18
O: 0.666675 1.141232 -0.655790  -0.22
C: 1.159170 2.458648 -0.439167  -0.08
N: -1.151134 -1.431576 1.338007  0.04
H: -1.463398 -0.332119 -1.748480  0.06
H: -2.569717 0.021103 -0.356776  0.08
H: -2.097773 -1.638274 -0.924550  0.05
H: 0.167392 -1.335492 -0.346099  0.13
H: 0.718212 0.543007 1.357687  0.12
H: -0.819054 1.248358 0.806800  0.12
H: 0.285680 3.080003 -0.241581  0.08
H: 1.711639 2.797597 -1.315511  0.08
H: 1.864831 2.446796 0.391506  0.07
H: -2.006353 -0.928499 1.526681  0.00
H: -1.605303 -2.307584 1.122522  0.04
C: 5.342808 -2.578986 1.349568  -0.05
C: 6.498075 -1.582113 1.590574  -0.43
C: 6.043553 -0.229194 2.027184  -0.20
O: 5.291549 0.343230 0.943481  -0.18
C: 4.594455 1.463843 1.392396  -0.12
N: 7.288919 -2.236325 2.631249  0.03
H: 4.699193 -2.716321 2.218475  0.08
H: 5.883303 -3.476632 1.049259  0.08
H: 4.725714 -2.195226 0.537147  0.05
H: 7.060278 -1.499936 0.660376  0.14
H: 6.902532 0.373080 2.323057  0.11
H: 5.441514 -0.361811 2.926101  0.12
H: 4.050207 1.268087 2.316293  0.07
H: 3.898019 1.712869 0.591739  0.07
H: 5.249642 2.315564 1.575177  0.07
H: 7.337020 -3.228092 2.446354  0.06
H: 6.823405 -2.212507 3.527258  0.07
C: 2.386243 6.200082 -0.607937  -0.05
C: 2.884191 5.779566 -1.999166  -0.41
C: 2.867331 6.952805 -3.034679  -0.19
O: 1.607145 7.564740 -3.073038  -0.20
C: 1.459138 8.805699 -3.758022  -0.10
N: 4.248345 5.350043 -1.915982  0.04
H: 3.041494 6.928701 -0.130590  0.08
H: 2.388513 5.339264 0.060701  0.06
H: 1.364579 6.572947 -0.535344  0.05
H: 2.294432 4.925812 -2.332911  0.11
H: 3.148484 6.496188 -3.983655  0.09
H: 3.590132 7.745334 -2.840909  0.13
H: 2.118870 9.625641 -3.474201  0.08
H: 0.448545 9.210758 -3.705748  0.08
H: 1.623582 8.617996 -4.819067  0.08
H: 4.278406 4.406425 -1.557117  0.03
H: 4.525389 5.117801 -2.859060  0.01
C: -2.829211 -2.245352 5.836086  -0.07
C: -3.339237 -3.553985 5.245717  -0.41
C: -4.867454 -3.677635 5.427075  -0.16
O: -5.271242 -3.953420 6.811114  -0.20
C: -6.664401 -4.173505 7.071984  -0.11
N: -2.984419 -3.552063 3.810625  0.09
H: -1.750537 -2.120177 5.741795  0.07
H: -3.042468 -2.229472 6.904895  0.08
H: -3.395769 -1.439357 5.369720  0.06
H: -2.762450 -4.270053 5.831102  0.13
H: -5.238415 -4.484627 4.795216  0.09
H: -5.483469 -2.865176 5.041678  0.12
H: -6.871340 -4.661067 8.024647  0.08
H: -7.114446 -4.822982 6.321169  0.07
H: -7.243813 -3.253586 6.993668  0.08
H: -1.988065 -3.674186 3.698965  0.04
H: -3.296837 -4.420354 3.400059  0.02
C: -2.861253 4.149190 -0.979937  -0.06
C: -2.178524 5.447032 -1.471601  -0.38
C: -2.282977 6.495050 -0.345336  -0.19
O: -3.600885 6.870450 0.049339  -0.22
C: -3.729811 7.980767 1.029873  -0.06
N: -0.779821 5.066911 -1.634081  0.06
H: -2.394366 3.637015 -0.138628  0.07
H: -2.995909 3.409182 -1.768824  0.05
H: -3.858702 4.420931 -0.634473  0.07
H: -2.635844 5.807732 -2.392939  0.14
H: -1.811034 7.422493 -0.669718  0.12
H: -1.888653 6.166208 0.616157  0.09
H: -4.750847 8.280383 1.266140  0.08
H: -3.157346 8.803338 0.601184  0.08
H: -3.268473 7.782348 1.997297  0.06
H: -0.912126 4.316171 -2.296645  0.01
H: -0.257443 5.773329 -2.132263  0.06
C: 1.713348 1.314710 4.556711  -0.05
C: 2.026692 2.546167 3.677688  -0.42
C: 0.758784 3.392751 3.394599  -0.24
O: 1.083699 4.496605 2.592977  -0.17
C: -0.047185 5.398217 2.514427  -0.08
N: 2.953940 3.471783 4.292195  0.06
H: 1.213442 0.468509 4.085393  0.07
H: 1.192653 1.538055 5.487883  0.07
H: 2.709757 1.002278 4.869215  0.07
H: 2.453587 2.210489 2.732597  0.09
H: 0.385469 3.727667 4.362361  0.11
H: -0.013720 2.750693 2.971393  0.10
H: -0.397942 5.814996 3.458547  0.09
H: -0.914385 5.027194 1.968168  0.06
H: 0.344090 6.191071 1.876930  0.08
H: 3.869601 3.064147 4.167748  0.00
H: 3.028730 4.216427 3.613954  0.06
C: 0.585318 3.165414 -4.166319  -0.06
C: -0.650187 2.295031 -4.067872  -0.37
C: -0.408904 0.895953 -4.657687  -0.14
O: -1.639889 0.082065 -4.762486  -0.22
C: -1.465414 -1.111985 -5.540092  -0.11
N: -1.023734 2.305187 -2.651564  0.05
H: 1.427326 2.847698 -3.551358  0.07
H: 0.326976 4.194102 -3.915018  0.07
H: 1.031174 3.190892 -5.160632  0.07
H: -1.506030 2.766714 -4.550736  0.15
H: 0.237864 0.205326 -4.116566  0.12
H: 0.045934 0.916807 -5.648036  0.11
H: -0.650749 -1.724756 -5.154189  0.07
H: -1.122884 -0.852359 -6.541779  0.08
H: -2.326106 -1.778036 -5.600875  0.08
H: -0.359447 1.803162 -2.079898  0.04
H: -1.829891 1.729404 -2.454879  0.06
C: -1.655915 1.200583 4.770342  -0.04
C: -2.800901 2.259150 4.962448  -0.39
C: -2.578555 3.586150 4.157856  -0.15
O: -3.741892 4.349495 4.601060  -0.20
C: -3.986759 5.614487 3.934209  -0.07
N: -4.006284 1.566204 4.609605  0.04
H: -1.693313 0.256761 5.314309  0.06
H: -0.665122 1.631092 4.915647  0.02
H: -1.627605 0.877870 3.729592  0.06
H: -2.967546 2.480290 6.016686  0.13
H: -2.377382 3.397370 3.103341  0.12
H: -1.657972 4.031653 4.534873  0.09
H: -3.386453 5.774468 3.038589  0.06
H: -3.765935 6.406466 4.649829  0.09
H: -5.032271 5.671829 3.631374  0.09
H: -4.616290 2.336635 4.376289  0.07
H: -4.302181 1.283720 5.533044  0.09
C: -5.740728 -4.892310 -1.119388  -0.07
C: -7.254841 -4.790421 -1.344056  -0.37
C: -8.137884 -5.506708 -0.295120  -0.18
O: -7.673222 -6.852278 -0.231541  -0.21
C: -8.400739 -7.565235 0.784329  -0.10
N: -7.433706 -3.349026 -1.431676  0.05
H: -5.432749 -5.901607 -0.846333  0.06
H: -5.263104 -4.193370 -0.432768  0.05
H: -5.229739 -4.707514 -2.064290  0.08
H: -7.526766 -5.157524 -2.333704  0.14
H: -9.207857 -5.463901 -0.498673  0.13
H: -7.882294 -5.051958 0.661944  0.10
H: -8.312618 -7.125218 1.777668  0.08
H: -8.174748 -8.628987 0.710448  0.09
H: -9.454374 -7.535324 0.506733  0.08
H: -6.790327 -2.933794 -2.090275  0.03
H: -7.091939 -2.998471 -0.548274  0.02
C: 6.030862 4.600169 3.653787  -0.07
C: 6.745481 3.253149 3.775533  -0.37
C: 7.925750 3.388699 4.774547  -0.26
O: 8.596767 2.228498 5.128475  -0.16
C: 9.277747 1.640076 3.985175  -0.08
N: 5.720111 2.299478 4.340915  0.04
H: 5.064226 4.619502 3.150452  0.06
H: 6.621166 5.362435 3.145261  0.08
H: 5.790128 5.069388 4.607713  0.08
H: 7.133564 2.872800 2.830642  0.11
H: 7.627053 3.930000 5.672245  0.13
H: 8.572465 4.162339 4.360597  0.12
H: 10.259529 1.353711 4.362265  0.09
H: 9.557834 2.291268 3.157154  0.09
H: 8.735420 0.807518 3.537044  0.07
H: 5.524193 2.541527 5.301713  0.09
H: 6.143511 1.382522 4.344913  0.06
C: 6.948347 3.761316 -0.347832  -0.06
C: 6.544707 3.298577 -1.769167  -0.35
C: 7.663940 2.343309 -2.373208  -0.19
O: 8.852261 3.041101 -2.741149  -0.19
C: 9.944175 2.230443 -3.104871  -0.12
N: 5.237788 2.594153 -1.661263  0.06
H: 6.217816 4.407265 0.139189  0.07
H: 7.891093 4.307333 -0.382299  0.08
H: 7.154133 2.977369 0.380989  0.05
H: 6.437289 4.178246 -2.403792  0.11
H: 7.230661 1.898892 -3.269238  0.08
H: 7.927427 1.534506 -1.691651  0.12
H: 9.826565 1.668443 -4.031383  0.08
H: 10.166185 1.505669 -2.321594  0.08
H: 10.772734 2.938397 -3.124645  0.09
H: 4.956869 2.175676 -2.536501  0.05
H: 5.341847 1.787060 -1.063043  0.04
C: 7.353939 -0.905692 -4.215963  -0.07
C: 5.879141 -0.691493 -4.158671  -0.40
C: 5.249937 -1.018312 -2.732755  -0.19
O: 3.889421 -0.989701 -2.964837  -0.20
C: 3.071499 -0.991476 -1.792895  -0.06
N: 5.454489 0.636393 -4.649488  0.06
H: 7.779306 -0.692903 -5.196721  0.08
H: 7.455148 -1.960509 -3.960586  0.08
H: 7.874919 -0.407567 -3.398313  0.06
H: 5.470196 -1.369544 -4.907742  0.13
H: 5.624361 -0.333060 -1.972270  0.11
H: 5.410354 -2.021664 -2.338233  0.13
H: 2.028405 -0.804638 -2.048134  0.08
H: 3.396748 -0.225374 -1.089043  0.08
H: 3.167539 -1.953299 -1.289143  0.08
H: 4.544078 0.723103 -4.220858  0.06
H: 5.415933 0.637136 -5.658752  0.07
C: -5.205552 0.627148 0.922185  -0.05
C: -4.997979 -0.541208 1.825689  -0.44
C: -5.443802 -1.885818 1.204416  -0.16
O: -6.813501 -1.989526 0.873170  -0.22
C: -7.687122 -1.964485 1.959424  -0.10
N: -3.633142 -0.493780 2.210197  0.05
H: -6.250464 0.774236 0.649005  0.08
H: -4.629123 0.527820 0.002427  0.05
H: -4.977197 1.590491 1.378167  0.08
H: -5.622748 -0.391730 2.706274  0.12
H: -5.134104 -2.715435 1.839958  0.11
H: -4.879897 -2.071582 0.290292  0.11
H: -7.723931 -1.048067 2.548425  0.09
H: -7.570899 -2.853907 2.578715  0.08
H: -8.675702 -2.130961 1.531509  0.10
H: -3.359718 -1.340669 2.687800  0.05
H: -3.626519 0.154427 2.984716  0.04
C: -2.409130 -7.739235 -2.982908  -0.08
C: -1.197847 -7.443470 -3.808378  -0.44
C: -0.263000 -6.319692 -3.184672  -0.25
O: -0.942189 -5.134413 -3.087007  -0.18
C: -0.111791 -4.133129 -2.490554  -0.08
N: -0.556087 -8.725430 -4.155216  0.05
H: -2.028886 -7.897939 -1.973782  0.08
H: -2.918676 -8.601322 -3.413336  0.08
H: -3.165061 -6.957790 -3.060507  0.08
H: -1.597812 -6.966184 -4.702993  0.13
H: 0.568873 -6.223581 -3.882420  0.12
H: 0.151332 -6.736892 -2.266868  0.12
H: 0.570817 -3.767144 -3.257505  0.09
H: 0.439245 -4.525966 -1.636070  0.09
H: -0.746761 -3.322310 -2.133514  0.08
H: 0.310380 -8.424424 -4.577974  0.06
H: -0.339943 -9.183859 -3.281585  0.07
C: -4.239085 -7.104533 5.679227  -0.02
C: -4.389482 -7.762733 4.250704  -0.37
C: -3.705041 -7.051557 3.031868  -0.16
O: -4.312504 -5.804393 2.690839  -0.26
C: -5.514760 -5.883168 1.990660  -0.10
N: -3.680835 -9.055661 4.322123  0.01
H: -5.218324 -6.967166 6.137841  0.07
H: -3.791450 -6.118725 5.553106  0.04
H: -3.660190 -7.644826 6.428260  0.08
H: -5.450028 -7.952362 4.085250  0.12
H: -3.698461 -7.767348 2.209851  0.12
H: -2.684115 -6.741035 3.254097  0.12
H: -5.768076 -4.906455 1.578386  0.07
H: -6.267447 -6.297930 2.661140  0.09
H: -5.297042 -6.570462 1.173146  0.09
H: -4.247907 -9.636086 4.923494  0.07
H: -3.658213 -9.403774 3.374276  0.06

Atomic forces in eV per Å
-0.31 -0.37 -1.43
1.74 -1.43 0.44
-0.27 0.71 0.58
0.03 -1.98 0.20
0.16 0.74 -0.33
-2.22 0.55 1.09
-0.47 0.59 0.19
-0.15 0.20 0.07
0.28 -0.02 -0.30
0.53 -0.66 -0.74
-0.04 0.23 0.53
0.28 0.19 -0.90
0.29 -0.03 0.77
0.14 0.02 -0.05
0.09 -0.10 -0.26
0.65 -0.36 -0.17
-0.39 0.98 0.56
-0.21 -0.40 -0.65
1.16 -0.23 0.55
1.31 0.24 1.49
-1.60 0.85 -0.33
0.05 -0.29 -1.47
-1.31 1.26 -0.41
-0.12 0.11 -0.18
0.06 -0.51 -0.27
-0.07 -0.10 -0.12
0.52 -0.86 0.39
0.57 0.45 -0.38
-0.10 -0.28 0.86
0.50 -0.45 0.17
-0.13 0.14 -0.13
-0.30 0.36 0.40
-0.32 0.36 -0.44
0.26 -0.45 0.14
-0.85 0.10 -1.27
0.25 -2.25 0.33
-1.71 0.94 -0.25
1.19 -0.37 -0.59
-0.63 0.41 1.64
1.45 0.14 -0.74
0.01 -0.08 0.07
0.03 0.29 -0.05
-0.03 -0.03 -0.01
-0.33 -0.34 -0.14
-0.07 -0.48 0.20
0.14 0.30 -0.30
-0.33 0.32 0.11
0.24 0.00 -0.15
0.17 -0.26 -0.55
0.62 0.22 1.02
0.07 0.86 0.27
0.80 -0.09 -1.85
-1.17 -0.84 0.34
-1.14 -1.95 -0.01
0.55 -0.17 0.18
-0.02 -0.20 0.22
1.03 1.31 0.71
-0.17 0.64 -0.23
0.07 -0.13 0.00
-0.48 -0.01 0.34
0.32 -0.10 0.20
0.35 0.21 0.04
0.03 0.72 0.15
0.37 0.57 0.04
-0.26 -0.04 -0.11
-0.12 0.20 0.25
0.04 0.85 0.50
0.71 -0.40 -0.93
0.18 1.30 -1.17
-0.91 -1.85 0.62
-0.12 -0.16 -0.67
0.96 -0.82 1.07
-0.68 0.59 -0.29
1.24 0.54 0.36
0.26 -0.11 0.15
-0.69 -0.36 -0.04
-0.20 -0.36 -0.18
0.27 0.03 0.06
0.13 0.38 -0.23
-0.51 0.19 0.09
0.01 -0.18 -0.02
-0.08 0.23 0.16
0.08 0.13 -0.01
0.27 -0.06 -0.26
-0.24 0.39 0.16
-0.09 -0.21 0.31
-0.51 1.60 0.51
-0.16 -0.36 0.28
-1.53 0.65 0.34
0.31 -0.72 -0.88
0.93 -0.23 0.05
0.20 0.15 -0.28
0.13 -0.29 0.00
-0.01 0.08 -0.51
-0.74 0.26 -0.42
-0.15 0.12 -0.44
0.53 -0.27 0.53
0.44 -0.26 0.50
-0.15 -0.53 0.52
0.18 0.13 -0.33
-0.12 -0.16 0.86
0.22 0.46 -0.50
-0.69 0.16 0.43
0.50 1.36 0.28
-1.11 -1.17 0.60
0.44 -0.02 -0.11
0.30 0.19 -1.37
-0.49 -0.50 0.22
-0.05 -0.01 -0.38
-0.11 0.05 0.11
0.32 0.34 -0.07
-0.56 -0.89 -0.10
0.18 -0.62 0.00
0.56 0.90 0.10
0.69 0.26 0.15
0.13 -0.33 -0.32
0.09 0.34 0.25
0.61 0.64 0.47
-0.73 -0.03 -0.20
-1.47 0.48 -0.35
-0.31 -0.82 2.30
-0.45 1.19 0.79
-2.21 0.71 0.66
1.55 -0.98 -1.41
-0.27 0.56 -0.42
0.55 0.32 -0.03
0.11 0.21 -0.01
-0.21 -0.04 0.02
-0.28 0.15 0.02
0.66 0.08 -0.03
1.08 -0.42 -0.47
-0.13 -0.46 -0.77
-0.24 0.41 0.06
0.27 -0.54 0.04
0.79 -0.74 0.11
0.21 0.50 -0.03
1.20 0.52 0.21
-1.88 0.44 -0.25
0.77 -1.22 0.47
-1.60 0.40 0.15
1.31 0.37 -1.15
0.55 -0.11 0.07
-0.02 0.24 -0.35
-0.01 0.33 -0.12
0.07 -0.49 0.11
-0.41 -0.25 -0.27
0.04 0.16 0.28
-0.21 0.03 -0.49
0.36 -0.21 0.35
0.09 -0.74 0.07
-0.17 0.30 0.20
0.38 -0.42 0.50
-0.38 0.71 0.10
0.51 0.37 -0.88
-0.04 -1.01 0.91
-1.03 -1.77 -0.68
-0.20 0.37 -0.16
1.15 0.67 0.14
-0.26 -0.67 -0.01
-0.28 -0.19 0.45
0.16 -0.05 0.10
-0.30 -0.03 -0.33
0.16 -0.08 -0.62
0.58 0.65 0.78
-0.10 0.49 -0.37
0.20 -0.11 0.45
-0.28 0.11 -0.34
-0.38 0.66 0.30
0.71 0.11 -0.07
-0.66 0.06 -0.53
0.52 1.21 -0.52
2.42 -1.03 -0.25
-0.61 -0.98 2.54
0.69 0.31 -1.90
0.26 -0.57 0.48
-1.15 0.20 -0.47
-0.51 0.36 0.48
-0.25 0.05 0.36
-0.28 0.10 -0.30
1.04 0.78 0.14
-0.97 0.19 -0.39
-0.10 0.27 0.15
0.17 -0.29 0.00
-0.04 0.15 -0.05
-0.03 -0.10 0.13
-0.88 -0.06 -0.16
-0.85 -0.68 -0.25
0.63 -2.01 -0.60
0.71 0.97 -0.56
1.87 0.34 -0.35
-0.61 -0.49 0.82
-0.48 0.11 -1.52
-1.78 0.19 0.73
0.14 -0.14 0.12
-0.66 0.11 0.32
-0.14 0.13 -0.24
0.20 -0.57 0.02
-0.04 0.17 -0.10
-0.50 0.34 0.40
0.37 -0.12 0.10
0.61 0.18 0.35
-0.38 0.20 0.16
-0.04 -0.26 -0.43
-0.44 0.41 0.03
0.24 0.96 -0.41
-1.14 -0.14 2.25
-0.54 1.70 -0.63
0.45 -0.53 -1.55
0.65 0.02 0.83
0.97 0.05 -1.15
0.20 -0.64 -0.34
0.30 -0.12 -0.16
0.21 -0.40 0.46
-0.30 0.00 -0.12
-0.60 -0.60 0.40
0.77 -0.14 -0.52
-0.19 -0.63 0.08
-0.58 0.79 0.15
-0.04 -0.18 0.36
0.14 0.12 0.26
-0.03 -0.25 0.25
0.35 0.41 -0.14
0.98 -1.30 1.09
-0.63 0.85 -0.49
-0.73 0.30 0.23
0.05 0.41 0.77
0.59 0.02 -0.16
-0.21 0.11 -0.38
0.01 0.20 -0.24
-0.19 -0.66 -0.34
0.00 -0.11 0.00
-0.11 -0.21 -0.14
-0.14 -0.12 0.44
-0.16 0.22 -0.30
-0.01 -0.23 0.23
0.19 -0.30 -0.45
0.12 0.22 -0.55
0.20 -0.07 0.46
0.30 -0.63 1.05
-0.55 -0.27 -0.12
0.71 -0.26 -1.68
-2.08 1.12 0.20
0.52 -0.07 -0.14
0.56 -0.04 1.64
0.07 0.04 0.16
0.48 -0.27 -0.40
0.18 0.47 -0.28
-0.34 -0.76 0.47
-0.20 0.52 0.10
1.08 -0.34 -0.29
0.18 -0.03 -0.22
0.04 0.20 0.07
-0.11 -0.24 0.11
-0.57 0.44 -0.71
-0.43 0.08 -0.02
-1.14 0.88 -0.87
-1.63 -0.27 -0.18
0.95 0.23 -0.01
0.86 0.93 0.37
-1.25 -0.81 -0.15
0.90 -0.52 0.76
-0.21 -0.38 -0.25
0.06 -0.01 0.05
0.55 -0.14 0.30
-0.34 -0.02 0.26
-0.10 -0.08 0.61
-0.09 0.27 -0.36
0.34 0.03 -0.03
0.52 0.03 0.54
-0.14 0.34 -0.13
-0.05 -0.79 0.17
0.34 0.73 0.20
-0.28 0.11 0.08
-0.34 1.18 -0.49
-0.35 -2.73 -1.50
-0.28 0.86 0.98
-0.48 -0.02 -0.39
0.06 1.60 0.08
-0.73 -0.24 0.39
0.24 -0.34 0.35
0.29 0.33 0.55
0.34 -0.20 -0.54
0.47 0.10 -0.16
-0.01 0.33 0.68
0.27 0.16 0.08
0.07 -0.08 0.05
-0.01 -0.02 -0.14
0.54 -0.65 -0.19
0.27 -0.29 0.14
-0.47 0.65 -1.12
1.52 -0.28 1.05
-1.07 1.01 1.40
1.02 -0.08 0.47
0.32 -0.93 -0.18
-0.18 0.57 -0.12
-0.10 0.21 -0.11
-0.05 -0.03 0.25
0.26 -0.37 -0.56
-0.17 0.39 -0.43
-0.11 0.13 -0.44
0.10 -0.53 0.31
-0.06 -0.09 0.30
-0.51 0.15 -0.27
-0.78 -0.07 -0.33
0.22 -0.58 -0.17
-0.10 -0.81 0.09

Results
HOMO: -0.29285 hartree
Orbital gap: 8.427 eV
Energy relative to the best compared isomer or geometry (same formula, charge and spin): 130.0 kcal per mole